A structure of composition C23H33N4OPPbSi. Source: the OMol25 dataset; level of theory: ωB97M-V with the def2-TZVPD basis set.

The geometry in XYZ format:
```
64
Properties=species:S:1:pos:R:3
Pb 0.75040 -0.97825 -0.37858
Si 2.09516 1.85696 -0.04678
P 2.54511 0.22078 -2.25484
N 2.46398 0.08787 0.57077
H -0.14758 0.67353 -2.97713
C 2.68176 -1.12481 -3.67167
H 3.53540 -0.79943 -4.31657
H 1.70582 -1.11131 -4.21709
H 2.85698 -2.15694 -3.24520
C 2.98085 1.56723 -3.54820
H 3.71489 1.13549 -4.24809
H 3.37770 2.52438 -3.13352
H 2.05039 1.81093 -4.08762
C 4.44260 0.00002 -1.93721
H 4.94583 -0.14970 -2.93083
H 4.58740 -0.88916 -1.29581
H 4.90306 0.84987 -1.39383
C 1.44567 3.47231 -0.91366
H 0.41890 3.60972 -0.71269
H 1.55103 3.57838 -1.95979
H 1.90094 4.38119 -0.52489
H 1.47173 2.11131 1.27226
H 3.51008 2.26850 0.07344
C 3.13380 -0.52360 1.62050
C 3.61456 -2.62983 2.96587
C 2.89771 -1.93039 1.95797
C 4.12585 0.10831 2.46821
C 4.86356 -0.54106 3.46255
C 4.59007 -1.91361 3.71551
H 3.36474 -3.69981 3.08919
H 2.14257 -2.41286 1.32866
H 4.37744 1.19153 2.28364
H 5.66467 -0.10605 4.11793
H 5.10959 -2.47832 4.48907
C -0.93997 1.25757 -2.30942
O -0.41295 1.49080 -1.05557
C -2.31711 0.51496 -2.07937
H -2.83282 0.50956 -3.10547
H -2.95236 1.07596 -1.37931
H -2.25691 -0.56066 -1.74202
C -1.11539 2.41097 -3.26351
H -1.32710 2.09136 -4.29842
H -0.25422 3.01860 -3.25152
H -1.94786 3.00007 -2.97810
N -8.58733 -4.12406 2.76355
C -7.65672 -3.45358 2.65112
C -6.51595 -2.63625 2.54261
C -5.24465 -3.22738 2.57148
C -4.12167 -2.44563 2.33574
C -4.26342 -1.08045 2.04687
C -5.53840 -0.49226 1.99408
C -6.66541 -1.27096 2.23685
N -3.09991 -0.36157 1.74368
C -2.99599 1.02064 1.48406
C -1.67518 1.27212 1.19094
N -1.00813 0.05697 1.03376
C -1.84917 -0.83347 1.53067
H -5.09872 -4.30241 2.77096
H -3.11425 -2.88008 2.46874
H -5.61886 0.59455 1.83528
H -7.64358 -0.81960 2.18391
H -3.73837 1.72715 1.76121
H -1.26535 2.23680 0.88747
H -1.61490 -1.79292 1.80816
```

Values from the calculation:
Gap between HOMO and LUMO ... 6.252 eV
E_LUMO ... -0.7 eV
Largest force on an atom ... 5.66 eV Å⁻¹
HOMO energy ... -6.9 eV

---

The molecule C4H11N3. Source: the OMol25 dataset; level of theory: ωB97M-V with the def2-TZVPD basis set.

The geometry in XYZ format:
```
18
Properties=species:S:1:pos:R:3
C -1.14409 -0.31493 0.54444
C 0.07118 -0.33595 1.42465
C -1.94668 0.54515 -1.55633
N -0.99235 0.66585 -0.48006
C 1.39421 -0.30555 0.19908
N 2.35185 0.63830 0.48080
N 1.61797 -1.45656 -0.29635
H 0.20058 0.44533 -0.66878
H 2.07906 1.55148 0.79764
H 3.30396 0.48910 0.18384
H 2.59675 -1.61559 -0.54672
H -1.33235 -1.33353 0.17302
H -1.90589 0.03819 1.27305
H 0.20916 0.60391 1.95282
H 0.15562 -1.22198 2.04582
H -2.02849 -0.46856 -1.97611
H -2.94298 0.82844 -1.19833
H -1.68751 1.24690 -2.35248
```

Values from the calculation:
Gap between HOMO and LUMO ... 9.394 eV
E_LUMO ... 0.9 eV
ΔE to the lowest compared entry with this formula, charge and spin ... 80.6 kcal per mole
Largest force on an atom ... 4.75 eV Å⁻¹
HOMO energy ... -8.5 eV
SMILES ... [H]/N=C(\N)CCNC

---

The molecule C8H19P. Source: the OMol25 dataset; level of theory: ωB97M-V with the def2-TZVPD basis set.

The geometry in XYZ format:
```
28
Properties=species:S:1:pos:R:3
P 1.93919 2.04857 -2.35200
C 2.34450 -0.50719 -0.04391
C -1.03362 -2.09599 0.41460
C -1.94747 -0.47734 1.93870
C -2.16678 -0.09757 -0.65188
C 1.60695 1.79023 -0.66268
C 0.03765 0.32608 0.79187
C 1.06093 0.35785 -0.41115
C -1.29818 -0.54307 0.60600
H 2.87025 1.28720 -2.99414
H 1.08899 2.90964 -3.13373
H 2.77038 -0.95918 -0.87837
H 1.88903 -1.30412 0.61715
H 3.11552 0.08606 0.50539
H -0.55350 -2.22548 -0.48638
H -0.46956 -2.65627 1.23935
H -1.99330 -2.60724 0.46542
H -2.32669 0.58318 2.05969
H -2.76471 -1.16770 2.03161
H -1.25232 -0.65296 2.68318
H -3.12085 -0.46907 -0.56383
H -2.39783 1.01297 -0.68687
H -1.67581 -0.42421 -1.58247
H 0.80592 2.45312 -0.41354
H 2.47979 2.08497 -0.08940
H -0.18910 1.33182 1.17352
H 0.60513 0.02422 1.72924
H 0.57548 -0.10849 -1.30539
```

Values from the calculation:
Gap between HOMO and LUMO ... 8.111 eV
E_LUMO ... 0.9 eV
ΔE to the lowest compared entry with this formula, charge and spin ... 17.1 kcal per mole
Largest force on an atom ... 3.87 eV Å⁻¹
HOMO energy ... -7.2 eV
SMILES ... C[C@H](CP)CC(C)(C)C

---

The molecule C2H4ClN2P. Source: the OMol25 dataset; level of theory: ωB97M-V with the def2-TZVPD basis set.

The geometry in XYZ format:
```
10
Properties=species:S:1:pos:R:3
C -0.22976 0.85018 0.15817
C 0.69413 -0.35200 -0.19983
N 0.59017 2.01574 0.21255
N 1.96964 0.26296 -0.54747
P 2.13053 1.86964 -0.02051
Cl 3.61128 -0.91818 0.11035
H -0.90700 0.91139 -0.59191
H -0.87429 0.66710 1.16962
H 0.61543 -0.98110 0.68092
H 0.48366 -0.88637 -1.21685
```

Values from the calculation:
Gap between HOMO and LUMO (alpha / beta) ... 7.969 / 7.968 eV
E_LUMO (alpha / beta) ... -1.6 / -1.6 eV
ΔE to the lowest compared entry with this formula, charge and spin ... 76.5 kcal per mole
Largest force on an atom ... 4.09 eV Å⁻¹
HOMO energy (alpha / beta) ... -9.6 / -9.6 eV
SMILES ... ClN1CCN=P1

---

A structure of composition C13H17N4S2TeW. Source: the OMol25 dataset; level of theory: ωB97M-V with the def2-TZVPD basis set.

The geometry in XYZ format:
```
38
Properties=species:S:1:pos:R:3
W 0.14704 -1.35111 -0.30866
N -0.99965 -2.84514 -1.93486
N -0.18044 -3.83004 -2.49751
C 1.15653 -3.73554 -2.42550
N 1.86921 -4.63351 -3.09416
S 1.97087 -2.56659 -1.50489
H -1.83393 -3.27190 -1.54491
H -1.27934 -2.17142 -2.64324
H -0.60592 -4.50797 -3.11177
H 1.45507 -5.37750 -3.63355
H 2.87321 -4.60142 -3.02334
C -2.39096 1.45875 -0.77227
C -1.13581 2.28304 -0.83503
C -1.14729 3.58549 -1.30404
C 0.02146 4.32947 -1.35575
C 1.21957 3.78336 -0.92184
C 1.28610 2.48381 -0.45314
C 2.57130 1.84669 -0.01104
C 0.09918 1.71833 -0.43749
N 0.14940 0.39833 -0.07204
H -3.26370 2.10443 -0.68984
H -2.36983 0.78033 0.07969
H -2.51151 0.85291 -1.67775
H -2.08009 4.03004 -1.62878
H -0.00189 5.34491 -1.72841
H 2.12244 4.38140 -0.95449
H 3.36934 2.58248 0.05484
H 2.86480 1.06847 -0.72173
H 2.45449 1.36333 0.95997
Te -1.23052 -2.55370 1.61634
C -0.87423 -1.43120 3.34232
C -0.25739 -0.22094 3.46965
C -0.28550 0.26409 4.80222
C -0.92541 -0.58451 5.65103
S -1.50916 -1.97708 4.84802
H 0.20395 0.28272 2.63191
H 0.14874 1.20064 5.11945
H -1.10011 -0.48348 6.71056
```

Values from the calculation:
Gap between HOMO and LUMO (alpha / beta) ... 6.322 / 6.395 eV
E_LUMO (alpha / beta) ... -3.6 / -3.9 eV
Multiplicity ... 3
ΔE to the lowest compared entry with this formula, charge and spin ... 10.5 kcal per mole
Charge ... +1
<S²> ... 2.037
Largest force on an atom ... 2.28 eV Å⁻¹
HOMO energy (alpha / beta) ... -9.9 / -10.3 eV

---

A cluster of 2 separate species, C5H14NO2 in total. Source: the OMol25 dataset; level of theory: ωB97M-V with the def2-TZVPD basis set.

The geometry in XYZ format:
```
22
Properties=species:S:1:pos:R:3
C -1.42006 -0.43569 -2.35147
C -0.42958 0.52010 -1.66158
N -0.06934 0.07224 -0.32844
C -1.04703 0.55205 0.62657
C 1.33002 0.42650 0.03246
C 1.60299 0.58664 1.59062
O 2.79935 1.09272 1.91492
H -2.05868 0.06349 -3.08092
H -2.17269 -0.74150 -1.60932
H -1.00375 -1.34634 -2.78786
H 0.48881 0.61345 -2.22153
H -0.95446 1.47122 -1.63384
H -0.89766 1.63358 0.68398
H -1.00702 0.11441 1.61452
H -2.08700 0.42391 0.30444
H 2.03843 -0.33416 -0.32195
H 1.61990 1.37676 -0.43911
H 1.49365 -0.50834 1.81322
H 0.77188 1.21050 1.96128
H 0.51367 -1.98023 2.70461
H 0.26852 -2.20396 1.15900
O 0.22007 -2.60735 2.03041
```

Values from the calculation:
Gap between HOMO and LUMO ... 6.005 eV
E_LUMO ... 3.5 eV
ΔE to the lowest compared entry with this formula, charge and spin ... 39.9 kcal per mole
Charge ... -1
Largest force on an atom ... 1.36 eV Å⁻¹
HOMO energy ... -2.5 eV

---

The molecule C4H8N2. Source: the OMol25 dataset; level of theory: ωB97M-V with the def2-TZVPD basis set.

The geometry in XYZ format:
```
14
Properties=species:S:1:pos:R:3
C 1.26083 -0.13337 0.74890
C -0.11861 -0.00421 0.07167
C -0.03126 -0.14173 -1.45432
N -0.67213 1.31479 0.38293
C -1.03272 -1.06597 0.59252
N -1.81615 -1.80564 1.01759
H 1.17709 -0.60233 1.73284
H 1.69154 0.86413 0.87316
H 1.94855 -0.73371 0.14720
H 0.42367 0.76322 -1.86752
H -1.02824 -0.26367 -1.89018
H 0.57154 -1.00944 -1.73701
H -1.60779 1.39595 -0.00763
H -0.76631 1.42199 1.38985
```

Values from the calculation:
Gap between HOMO and LUMO ... 11.151 eV
E_LUMO ... 0.8 eV
ΔE to the lowest compared entry with this formula, charge and spin ... 4.6 kcal per mole
Largest force on an atom ... 1.14 eV Å⁻¹
HOMO energy ... -10.3 eV
SMILES ... CC(C)(N)C#N

---

The molecule C26H30N6O3. Source: the OMol25 dataset; level of theory: ωB97M-V with the def2-TZVPD basis set.

The geometry in XYZ format:
```
65
Properties=species:S:1:pos:R:3
C -5.75553 -1.76954 0.61617
C -5.34762 -2.44100 -0.68650
H -5.54688 -1.77719 -1.53373
H -5.86641 -3.39107 -0.82433
O -3.95560 -2.78376 -0.68745
C -3.09902 -1.79525 -0.91574
O -3.39983 -0.65504 -1.14104
C -1.66346 -2.30480 -0.85721
N -0.74456 -1.21639 -0.93710
C -0.58525 -0.15738 -0.10293
N 0.38744 0.57915 -0.59568
N 0.80819 -0.02732 -1.69761
N 0.15230 -1.08610 -1.91996
C -1.39352 0.04816 1.13391
N -0.73876 0.72935 2.22760
C -0.28278 2.07704 1.92115
H 0.32279 2.40501 2.77008
C -1.45633 3.05957 1.78143
C -2.24161 2.91594 0.50649
C -1.61731 3.03068 -0.73024
C -2.33600 2.86276 -1.89986
C -3.69331 2.59610 -1.85350
C -4.33083 2.50628 -0.62904
C -3.60935 2.66502 0.54065
H -4.11054 2.58251 1.49625
H -5.39154 2.30491 -0.58348
H -4.25190 2.45879 -2.76729
H -1.83106 2.93690 -2.85200
H -0.55847 3.23550 -0.77982
H -1.03922 4.06984 1.82203
H -2.11951 2.93150 2.63904
H 0.33826 2.10248 1.01756
C 0.24761 -0.10869 2.89862
C 1.37821 -0.55662 2.00776
C 2.46601 0.20964 1.76247
C 3.45890 -0.16662 0.81110
C 4.57228 0.62569 0.51081
C 5.49449 0.23319 -0.43527
C 5.30049 -0.97999 -1.10471
C 4.21714 -1.78157 -0.83141
C 3.28717 -1.38368 0.12850
N 2.19909 -2.15735 0.43194
C 1.20630 -1.83058 1.31946
O 0.25854 -2.59560 1.47706
H 2.07864 -3.02999 -0.07016
H 4.07433 -2.71421 -1.35740
H 6.01758 -1.29020 -1.85060
C 6.65964 1.11082 -0.79204
C 6.31047 1.99625 -1.98998
H 5.45348 2.62366 -1.75729
H 7.15165 2.63498 -2.24924
H 6.05838 1.38415 -2.85262
H 7.52570 0.49364 -1.04011
H 6.92268 1.74202 0.05880
H 4.69729 1.56259 1.03425
H 2.59090 1.15053 2.27976
H 0.63661 0.45198 3.75145
H -0.27755 -0.99498 3.26789
H -1.71231 -0.93353 1.49789
H -2.28602 0.61543 0.85239
H -1.47405 -2.96625 -1.70653
H -1.49698 -2.86194 0.07357
H -6.82768 -1.59639 0.61333
H -5.24488 -0.81507 0.71881
H -5.49992 -2.40267 1.46230
```

Values from the calculation:
Gap between HOMO and LUMO ... 8.399 eV
E_LUMO ... 0.3 eV
ΔE to the lowest compared entry with this formula, charge and spin ... 28.1 kcal per mole
Largest force on an atom ... 1.36 eV Å⁻¹
HOMO energy ... -8.1 eV
SMILES ... CCOC(=O)Cn1nnnc1CN(CCc1ccccc1)Cc1cc2cc(CC)ccc2[nH]c1=O

---

Question: Among the records above, which one has the highest largest force on an atom?
Answer: C23H33N4OPPbSi

---

Question: Among the records above, which one has the highest largest force on an atom?
Answer: C23H33N4OPPbSi

---

Question: What is the largest force on an atom in the fourth record?
Answer: 4.09 eV Å⁻¹